one | # C34H48BrKN6O3S4Si2Te

A molecular structure, C34H48BrKN6O3S4Si2Te (ωB97M-V/def2-TZVPD, the OMol25 dataset).

```
! wB97M-V def2-TZVPD RIJCOSX def2/J DEFGRID3
* xyz -2 1
K -0.532 0.252 -0.442
S -0.182 2.785 0.965
C -1.777 3.326 0.683
N -2.133 4.569 0.638
N -3.538 4.736 0.500
C -4.327 4.896 1.596
C -3.872 4.535 2.878
C -4.689 4.704 3.980
C -5.973 5.225 3.854
C -6.433 5.566 2.588
C -5.632 5.405 1.473
N -2.641 2.248 0.728
N -2.983 1.646 -0.304
C -3.862 0.569 -0.106
C -4.076 -0.279 -1.190
C -4.954 -1.342 -1.083
C -5.640 -1.563 0.102
C -5.441 -0.711 1.182
C -4.560 0.349 1.084
H -3.825 5.159 -0.364
H -2.874 4.133 2.980
H -4.316 4.426 4.959
H -6.602 5.360 4.726
H -7.432 5.973 2.473
H -6.006 5.672 0.490
H -3.538 -0.094 -2.112
H -5.099 -2.008 -1.925
H -6.326 -2.397 0.187
H -5.965 -0.891 2.112
H -4.389 1.020 1.915
C 4.276 -3.937 -0.709
C 3.987 -2.445 -0.881
S 2.610 -1.657 0.046
C 2.525 -2.675 1.557
C 1.634 -3.944 1.482
S 0.987 -4.267 -0.195
C 1.316 -6.032 -0.422
C 2.776 -6.322 -0.777
S 3.524 -5.104 -1.910
H 3.995 -4.292 0.280
H 5.351 -4.084 -0.817
H 3.773 -2.198 -1.921
H 4.877 -1.893 -0.572
H 2.129 -1.980 2.296
H 3.548 -2.923 1.843
H 0.759 -3.836 2.123
H 2.187 -4.830 1.800
H 0.663 -6.308 -1.252
H 1.010 -6.593 0.464
H 2.863 -7.287 -1.280
H 3.405 -6.358 0.113
Br -3.256 -6.804 -3.170
C -2.534 -5.068 -2.805
C -1.963 -4.350 -3.840
N -1.428 -3.152 -3.638
C -1.443 -2.646 -2.406
C -2.003 -3.303 -1.311
C -2.564 -4.554 -1.525
C -1.982 -2.739 0.131
O -2.399 -3.506 1.010
O -1.530 -1.573 0.238
H -1.929 -4.745 -4.849
H -0.963 -1.675 -2.295
H -2.988 -5.082 -0.682
C 7.320 2.714 1.016
Si 5.828 1.730 0.345
C 5.509 0.299 1.545
C 6.388 0.988 -1.310
C 4.314 2.789 0.131
Te 2.661 1.744 -0.986
C 3.099 2.944 -2.722
Si 2.180 4.579 -2.683
C 0.321 4.322 -2.692
C 2.650 5.621 -4.213
C 2.665 5.639 -1.193
H 8.222 2.098 1.068
H 7.119 3.101 2.018
H 7.535 3.568 0.368
H 6.240 -0.505 1.426
H 4.515 -0.114 1.352
H 5.539 0.630 2.587
H 7.109 0.176 -1.177
H 6.851 1.745 -1.949
H 5.515 0.593 -1.834
H 4.552 3.712 -0.403
H 3.896 3.082 1.098
H 2.762 2.340 -3.567
H 4.183 3.052 -2.784
H 0.039 3.567 -3.430
H -0.213 5.246 -2.929
H -0.017 3.974 -1.711
H 2.377 5.115 -5.142
H 3.723 5.830 -4.247
H 2.124 6.580 -4.188
H 2.376 5.141 -0.265
H 2.152 6.603 -1.232
H 3.741 5.834 -1.161
O 0.081 1.224 -4.568
C 0.490 0.963 -3.468
N 0.891 0.688 -2.381
*
```

Results
LUMO energy   3.49 eV
HOMO level   -0.0765 Eh


two | # C34H48BrKN6O3S4Si2Te

A molecular structure, C34H48BrKN6O3S4Si2Te (ωB97M-V/def2-TZVPD, the OMol25 dataset).

```
! wB97M-V def2-TZVPD RIJCOSX def2/J DEFGRID3
* xyz -2 1
K 1.241 0.558 -1.564
S 1.752 0.083 1.570
C 1.631 1.437 2.595
N 2.566 1.960 3.303
N 2.230 3.058 4.076
C 3.144 3.587 4.930
C 4.366 2.950 5.202
C 5.257 3.518 6.096
C 4.980 4.714 6.748
C 3.770 5.345 6.478
C 2.866 4.800 5.586
N 0.269 1.915 2.729
N 0.029 2.967 2.118
C -1.349 3.337 2.170
C -1.648 4.692 2.234
C -2.974 5.099 2.275
C -3.993 4.156 2.208
C -3.683 2.806 2.106
C -2.360 2.386 2.095
H 1.411 3.602 3.851
H 4.586 2.022 4.695
H 6.194 3.006 6.284
H 5.688 5.144 7.445
H 3.525 6.282 6.966
H 1.930 5.310 5.386
H -0.834 5.406 2.247
H -3.215 6.153 2.335
H -5.027 4.476 2.212
H -4.477 2.073 2.017
H -2.097 1.337 2.014
C -4.813 -2.680 -0.230
C -3.421 -2.966 -0.783
S -2.222 -1.643 -0.474
C -0.990 -2.465 0.548
C -1.378 -2.689 2.006
S -1.726 -1.160 2.923
C -3.474 -1.338 3.352
C -4.493 -1.220 2.213
S -5.010 -2.841 1.561
H -5.526 -3.393 -0.653
H -5.157 -1.689 -0.534
H -3.494 -3.121 -1.863
H -3.027 -3.889 -0.355
H -0.093 -1.851 0.464
H -0.715 -3.414 0.080
H -0.546 -3.188 2.505
H -2.249 -3.341 2.083
H -3.646 -0.526 4.062
H -3.635 -2.266 3.908
H -4.077 -0.641 1.390
H -5.389 -0.713 2.579
Br -1.528 -5.246 -6.690
C -1.196 -3.765 -5.538
C -1.755 -2.536 -5.844
N -1.568 -1.468 -5.076
C -0.806 -1.608 -3.990
C -0.205 -2.800 -3.612
C -0.415 -3.914 -4.409
C 0.649 -2.912 -2.341
O 0.954 -4.067 -2.012
O 0.915 -1.826 -1.775
H -2.373 -2.419 -6.727
H -0.679 -0.735 -3.361
H 0.032 -4.854 -4.114
C -1.344 6.882 -1.412
Si -0.914 5.115 -1.925
C 0.641 4.566 -1.059
C -0.618 5.084 -3.774
C -2.404 4.075 -1.418
Te -2.224 1.939 -1.493
C -2.293 1.809 -3.633
Si -3.955 1.304 -4.309
C -4.507 -0.321 -3.555
C -3.828 1.154 -6.175
C -5.218 2.627 -3.857
H -0.528 7.564 -1.664
H -1.511 6.940 -0.332
H -2.249 7.237 -1.912
H 1.379 5.373 -1.069
H 1.067 3.726 -1.613
H 0.483 4.264 -0.023
H 0.127 5.842 -4.036
H -1.526 5.292 -4.347
H -0.192 4.119 -4.063
H -3.319 4.342 -1.951
H -2.603 4.258 -0.358
H -1.515 1.113 -3.943
H -1.967 2.779 -4.007
H -3.802 -1.113 -3.810
H -5.502 -0.605 -3.908
H -4.543 -0.223 -2.467
H -3.061 0.413 -6.407
H -3.531 2.106 -6.621
H -4.771 0.842 -6.633
H -5.220 2.791 -2.777
H -6.226 2.325 -4.153
H -4.991 3.575 -4.351
O 3.352 2.173 -4.852
C 2.304 2.136 -4.252
N 1.271 2.106 -3.665
*
```

Results
LUMO energy   3.55 eV
HOMO level   -0.0867 Eh


The computed energies, referenced to the most stable structure and given in kJ/mol, are one 210.1; two 0.0.


one | # C7H13N3O3

A single C7H13N3O3 molecule (ωB97M-V/def2-TZVPD, the OMol25 dataset).

```
! wB97M-V def2-TZVPD RIJCOSX def2/J DEFGRID3
* xyz 0 1
N 1.894 -0.872 2.739
C 1.600 -0.908 1.538
N 0.403 -0.497 1.245
C -0.073 0.160 -0.014
C -1.538 0.578 0.181
C -1.777 1.759 1.120
N -1.636 3.143 0.605
O -0.947 3.865 1.327
O -2.257 3.521 -0.424
C 0.743 1.142 -0.785
O 1.935 0.589 -1.314
C 2.949 0.131 -0.412
C 2.648 -1.170 0.470
H 2.778 -1.331 3.093
H 1.196 -0.626 3.432
H -0.066 -0.617 -0.772
H -2.216 -0.187 0.473
H -1.910 0.766 -0.896
H -1.226 1.573 2.007
H -2.826 1.632 1.488
H 1.022 1.879 0.030
H 0.270 1.664 -1.578
H 3.912 0.071 -0.956
H 3.039 0.926 0.322
H 2.323 -2.008 -0.200
H 3.519 -1.426 1.041
*
```

Results
SMILES string   NC1=N[C@@H](CC[N+](=O)[O-])COCC1
LUMO energy   0.18 eV
HOMO level   -0.3080 Eh


two | # C7H13N3O3

A single C7H13N3O3 molecule (ωB97M-V/def2-TZVPD, the OMol25 dataset).

```
! wB97M-V def2-TZVPD RIJCOSX def2/J DEFGRID3
* xyz 0 1
C -3.281 1.920 1.327
O -2.498 1.527 0.169
C -1.204 1.993 0.012
C -0.246 0.886 -0.521
O -0.804 0.535 -1.836
C -0.228 -0.248 0.538
N 0.943 -1.038 0.505
C 2.026 -0.726 1.312
C 3.118 -1.327 0.721
N 2.807 -1.840 -0.501
C 1.530 -1.696 -0.552
N 0.906 -2.121 -1.743
O 1.581 -2.697 -2.877
H -4.300 1.707 1.195
H -2.822 1.467 2.189
H -3.194 2.890 1.525
H -1.205 2.814 -0.611
H -0.809 2.191 0.980
H 0.751 1.281 -0.732
H -0.209 -0.089 -2.198
H -0.292 0.123 1.559
H -1.120 -0.804 0.394
H 2.142 -0.145 2.178
H 4.071 -1.303 1.277
H -0.171 -2.256 -1.733
H 2.507 -3.044 -2.578
*
```

Results
SMILES string   COC[C@H](O)Cn1ccnc1NO
LUMO energy   0.75 eV
HOMO level   -0.2841 Eh


The computed energies, referenced to the most stable structure and given in kJ/mol, are one 50.6; two 0.0.


one | # C12H12

2 unconnected molecules or ions with the total composition C12H12 (ωB97M-V/def2-TZVPD, the OMol25 dataset).

```
! wB97M-V def2-TZVPD RIJCOSX def2/J DEFGRID3
* xyz 0 1
C 0.611 -0.143 -3.862
C -0.621 0.431 -3.646
C -1.658 -0.560 -3.231
C -1.380 -1.924 -3.198
C -0.112 -2.347 -3.600
C 0.805 -1.397 -3.994
H 1.644 0.489 -3.834
H -0.926 1.394 -3.195
H -2.478 -0.162 -2.799
H -2.217 -2.629 -3.109
H 0.105 -3.317 -3.488
H 1.787 -1.854 -4.252
C 1.335 1.975 3.517
C 0.026 2.218 3.866
C -1.043 1.319 3.879
C -0.676 -0.034 3.561
C 0.750 -0.276 3.285
C 1.684 0.681 2.995
H 2.110 2.661 3.333
H -0.093 3.234 4.289
H -1.972 1.854 4.102
H -1.301 -0.924 3.828
H 1.046 -1.191 3.033
H 2.575 0.501 2.519
*
```

Results
SMILES string   c1ccccc1.c1ccccc1
LUMO energy   0.87 eV
HOMO level   -0.3355 Eh


two | # C12H12

A molecular structure, C12H12 (ωB97M-V/def2-TZVPD, the OMol25 dataset).

```
! wB97M-V def2-TZVPD RIJCOSX def2/J DEFGRID3
* xyz 0 1
C -3.360 -0.011 0.188
C -1.887 -0.383 0.088
C -1.472 -1.594 -0.311
C -0.102 -1.900 -0.230
C 0.872 -0.981 0.067
C 2.285 -1.284 0.177
C 3.148 -0.135 0.337
C 2.636 1.269 -0.129
C 1.234 1.430 -0.083
C 0.365 0.354 0.006
C -0.983 0.649 0.056
C -1.519 2.035 -0.036
H -4.085 1.338 0.004
H -3.498 -0.556 1.716
H -3.701 -1.050 -0.605
H -2.178 -2.434 -0.420
H -0.012 -2.944 -0.458
H 2.906 -2.225 0.061
H 4.239 -0.266 0.255
H 3.283 2.120 -0.615
H 0.839 2.578 -0.789
H -0.955 2.537 0.715
H -2.717 1.830 0.434
H -1.426 2.374 -1.080
*
```

Results
LUMO energy   0.34 eV
HOMO level   -0.2905 Eh


The computed energies, referenced to the most stable structure and given in kJ/mol, are one 0.0; two 559.1.